Formula: C26H26ClF4N3O6
Source: OMol25
Level of theory: wB97M-V/def2-TZVPD

```
! RIJCOSX wB97M-V def2-TZVPD def2/J DEFGRID3
* xyz -2 1
C -3.16480 -6.51255 -0.07962
C -3.78724 -5.56903 1.06774
F -5.19388 -5.76485 1.30335
C -3.35826 -4.05840 0.77770
C -4.24689 -2.94947 0.12420
C -5.74990 -3.26348 -0.32727
O -6.51354 -2.05119 -0.67378
O -7.09988 -1.65320 0.50246
C -3.70403 -1.53002 -0.14162
C -2.21608 -1.10207 0.21646
N -1.84367 0.24918 -0.12079
C -0.48361 0.43599 0.26742
C 0.16488 1.88579 -0.06372
C 1.35039 1.81021 -1.15431
C 2.38083 3.06748 -1.03177
C 3.15042 3.12996 0.37664
C 4.49234 2.25610 0.24415
N 5.01712 1.76106 1.57845
C 0.44686 -0.59713 0.97767
Cl 2.16695 -0.14404 1.44655
N 0.02176 -1.91510 1.29161
C -1.33275 -2.18243 0.88162
C -1.88723 -3.64177 1.14477
C -0.85082 -4.70293 1.80593
C -0.46465 -4.34911 3.32330
C -1.76859 -4.20282 4.24356
F -2.50616 -5.40772 4.57883
C -2.16342 -2.90618 4.74738
F -3.19098 -2.20178 4.06317
F -1.47351 -2.41824 5.89642
H -2.49431 -5.93514 -0.82460
H -3.98906 -6.99898 -0.72019
H -2.50091 -7.33396 0.39673
H -3.25302 -5.87016 2.04997
H -5.75002 -3.90956 -1.28511
H -6.35647 -3.75663 0.52685
H -6.38948 -1.48698 1.17909
H -4.37977 -0.75328 -0.64385
H 0.47881 2.39421 0.92560
H -0.65270 2.57131 -0.50546
H 0.83898 1.95015 -2.18532
H 1.93327 0.82128 -1.15028
H 1.76459 4.04863 -1.14089
H 3.12477 3.05688 -1.91158
H 2.56187 2.71963 1.26957
H 3.39724 4.22880 0.62051
H 5.28578 2.95119 -0.23464
H 4.30338 1.35164 -0.44104
H 4.29205 1.94576 2.28850
H 5.20829 0.74692 1.54714
H 0.10836 -4.62587 1.15904
H -1.20270 -5.78577 1.70581
H 0.22340 -3.42791 3.35456
H 0.12927 -5.25746 3.73653
C 5.25814 6.42705 -3.67880
C 5.10420 7.33555 -4.68391
C 3.64475 7.72560 -4.93875
O 3.29219 8.58299 -5.75123
C 2.59451 7.03147 -4.17221
C 2.74938 6.11484 -3.17850
C 4.21367 5.80455 -2.85089
O 4.57150 5.05634 -1.93281
O 1.84653 5.51760 -2.51875
O 6.00228 7.86960 -5.39283
H 6.25916 6.09776 -3.41850
H 1.59041 7.31970 -4.46623
*
```

Values from the calculation:
* HOMO-LUMO gap: 1.0 eV

=====

Formula: C2H2ClO2P
Source: OMol25
Level of theory: wB97M-V/def2-TZVPD

```
! RIJCOSX wB97M-V def2-TZVPD def2/J DEFGRID3
* xyz 0 1
C -0.85849 -1.04100 2.42334
C 0.25399 -0.22555 -0.20242
O -1.14961 -0.48135 1.44037
O 1.61951 -2.54851 3.03491
P 1.06428 -1.21465 2.86805
Cl 1.46692 -1.11052 0.47841
H 0.25041 0.84372 -0.10008
H -0.50920 -0.68106 -0.81063
*
```

Values from the calculation:
* HOMO-LUMO gap (spin up / spin down): 7.1 / 7.5 eV
* relative energy (zero: lowest compared OMol25 entry of this formula, charge and spin): 120.3 kcal/mol

=====

Formula: C35H43Cl2N2O2P3Ti
Source: OMol25
Level of theory: wB97M-V/def2-TZVPD

```
! RIJCOSX wB97M-V def2-TZVPD def2/J DEFGRID3
* xyz 2 1
P 1.76132 1.34534 -2.84857
C 3.49654 1.39981 -2.68511
C 4.31881 0.81909 -3.68853
H 3.85751 0.24336 -4.49138
C 5.69212 1.01691 -3.62087
H 6.33580 0.57872 -4.38281
C 6.25509 1.77148 -2.58316
H 7.32907 1.96377 -2.56793
C 5.44452 2.27963 -1.55621
H 5.89141 2.83421 -0.73223
C 4.07179 2.08644 -1.58252
H 3.41362 2.45394 -0.79476
C 0.98900 -0.18309 -3.24601
C 1.59817 -1.41858 -2.89475
H 2.53333 -1.40557 -2.33090
C 1.01401 -2.61075 -3.29052
H 1.49455 -3.55889 -3.03800
C -0.17233 -2.61673 -4.03285
H -0.60726 -3.55945 -4.36912
C -0.79543 -1.40544 -4.35321
H -1.71781 -1.40885 -4.93302
C -0.24505 -0.19423 -3.95267
H -0.72025 0.75543 -4.20271
C 0.79583 2.79502 -2.82021
C 0.94556 3.76520 -3.84899
H 1.70786 3.61455 -4.61359
C 0.09523 4.86243 -3.84834
H 0.18231 5.60566 -4.63833
C -0.86934 5.02217 -2.84371
H -1.54384 5.87669 -2.86773
C -0.97393 4.08565 -1.80154
H -1.70904 4.22046 -1.00622
C -0.15305 2.97052 -1.78253
H -0.21789 2.21680 -0.99637
Ti 0.28003 -0.39759 2.76975
C -1.76272 -1.28085 2.30321
C -1.98821 -1.59818 1.02930
H -2.50835 -1.46224 3.09144
C -0.87987 -1.26112 0.02016
O -1.36993 -0.11844 -0.73924
H -0.98213 -0.12272 -1.63895
C 0.27553 -0.87773 0.83981
H -0.64698 -2.11997 -0.64175
C 1.45247 -1.22170 1.44289
Cl -0.03760 -1.73835 4.58882
Cl 2.06470 0.81210 3.60883
P 2.14075 -2.87718 1.73404
C 2.86860 -2.92723 3.35613
H 2.12610 -3.25434 4.09102
H 3.23134 -1.93595 3.65793
H 3.69792 -3.64056 3.30231
C 0.87090 -4.11472 1.60729
H 0.30929 -4.03025 0.66826
H 0.17431 -4.04609 2.45457
H 1.38316 -5.08804 1.63900
C 3.39003 -3.08289 0.48445
H 3.99144 -2.16697 0.41842
H 2.92874 -3.28067 -0.49055
H 4.03192 -3.92729 0.76575
P -3.55812 -2.32177 0.44782
C -4.23684 -3.38746 1.71230
C -3.22337 -3.27393 -1.03051
H -4.27983 -2.86071 2.67225
H -3.62485 -4.29292 1.81965
H -5.25137 -3.68620 1.42208
H -2.85477 -2.62666 -1.83352
H -4.15546 -3.74858 -1.35596
H -2.48497 -4.05525 -0.81892
C -4.69687 -0.99528 0.05899
H -5.03897 -0.52141 0.98715
H -5.55470 -1.41169 -0.48211
H -4.17178 -0.26225 -0.56498
H 2.23672 -0.44750 1.44812
N -3.96162 3.52995 5.75799
C -3.59293 2.40344 5.06851
O -4.12815 1.31403 5.23589
C -2.51496 2.60505 4.04095
C -2.14757 3.83132 3.47526
C -1.11197 3.84527 2.53872
C -0.44424 2.66391 2.20579
N -0.80886 1.48003 2.75338
C -1.85154 1.44991 3.61700
H -4.55568 3.37660 6.56069
H -3.33063 4.31383 5.81186
H -2.67027 4.74659 3.74977
H -0.79803 4.76591 2.05966
H 0.40577 2.63936 1.52604
H -2.13375 0.46370 3.99869
*
```

Values from the calculation:
* HOMO-LUMO gap (spin up / spin down): 3.3 / 3.3 eV

=====

Formula: C3H5HoO2
Source: OMol25
Level of theory: wB97M-V/def2-TZVPD

```
! RIJCOSX wB97M-V def2-TZVPD def2/J DEFGRID3
* xyz 2 5
C 0.96880 1.53218 -0.19441
C 1.31805 2.22493 0.90066
O 1.57256 2.89314 1.79723
H 1.35492 1.97075 -1.12428
H 1.02648 0.16759 -0.17445
Ho -1.52983 1.27844 -0.57498
O -0.65387 -0.76971 -0.57209
C -0.96067 -2.05280 -0.10474
H -1.87949 -2.46557 -0.55573
H -0.13379 -2.72577 -0.38934
H -1.08315 -2.05319 0.99213
*
```

Values from the calculation:
* HOMO-LUMO gap (spin up / spin down): 7.1 / 7.4 eV
* ⟨S²⟩: 6.007

=====

Formula: C15H34N2O3P2S
Source: OMol25
Level of theory: wB97M-V/def2-TZVPD

```
! RIJCOSX wB97M-V def2-TZVPD def2/J DEFGRID3
* xyz 0 1
C -0.58971 -2.59807 -3.83624
C 0.80473 -2.03637 -3.55625
C 0.77008 -0.91142 -2.52830
C 2.14743 -0.52189 -1.97701
C 2.39418 0.98303 -1.82891
C 1.26903 1.81871 -1.20369
C 1.41439 2.17574 0.29835
C 0.09129 2.23648 1.06824
N 0.14183 2.94080 2.36432
C 1.44088 3.35479 2.88537
C -0.54929 0.86345 1.32922
C 0.18892 0.15669 2.48490
C 0.76128 -1.20533 2.17530
O -0.32733 -2.10538 1.98977
C -0.07386 -3.37247 1.56504
C 1.23307 -3.95688 2.00896
O -0.94337 -3.98448 0.91429
O -1.91526 1.07875 1.72214
C -2.98744 0.75475 0.85304
P -3.01862 1.71909 -0.73239
N -4.36704 1.88686 -1.49370
P -3.28374 -1.05103 0.59950
S -5.01730 -1.53128 -0.12896
H -1.30976 -1.78305 -3.94537
H -0.61758 -3.17850 -4.75387
H -0.93199 -3.20750 -3.00646
H 1.45302 -2.83669 -3.19961
H 1.21003 -1.64370 -4.48962
H 0.11606 -1.22779 -1.70961
H 0.30620 -0.04110 -2.99315
H 2.90906 -0.91269 -2.65582
H 2.34336 -1.01912 -1.02790
H 3.30019 1.12713 -1.23509
H 2.62311 1.38117 -2.81757
H 1.23824 2.76546 -1.74461
H 0.30219 1.35692 -1.38179
H 1.84535 3.17589 0.33689
H 2.11876 1.50044 0.78654
H -0.59619 2.79493 0.43248
H -0.43369 3.76284 2.30084
H 1.30412 3.68742 3.91367
H 1.91161 4.17690 2.34236
H 2.12531 2.51257 2.91356
H -0.52123 0.24146 0.43404
H -0.51999 0.06178 3.30653
H 1.01475 0.76542 2.84153
H 1.36144 -1.17264 1.27132
H 1.40794 -1.53488 2.99058
H 1.36671 -3.82425 3.08008
H 2.07154 -3.47275 1.51039
H 1.22107 -5.01468 1.75877
H -3.89435 1.09751 1.35657
H -2.01263 1.05587 -1.45887
H -2.42091 2.90438 -0.27496
H -4.66892 2.84776 -1.54089
H -3.00233 -1.56311 1.86230
H -2.20464 -1.47797 -0.17622
*
```

Values from the calculation:
* HOMO-LUMO gap: 8.5 eV
* structure (SMILES): CCCCCCC[C@H](NC)[C@@H](CCOC(C)=O)O[C@@H]([PH2]=N)[PH2]=S

=====

| no. | E_tot (a.u.) |
| --- | --- |
| 1 | -2481.16154 |
| 2 | -1029.28236 |
| 3 | -4412.87467 |
| 4 | -1215.06881 |
| 5 | -2007.98388 |